<w>
25
Properties=species:S:1:pos:R:3:lowdin_charge:R:1 method="wB97M-V/def2-TZVPD" charge=+1 gap_ev=9.36
C 0.52 -1.18 0.12 -0.18
N 1.40 -1.20 -1.02 -0.12
C 0.88 -1.19 -2.38 -0.11
C 0.40 0.22 0.80 -0.25
N -0.73 0.95 0.07 0.21
C -1.45 -0.23 2.55 -0.09
C 0.01 0.11 2.27 -0.21
H -0.48 -1.49 -0.21 0.12
H 0.92 -1.84 0.88 0.13
H 2.23 -1.77 -0.90 0.12
H 1.35 -1.98 -2.94 0.08
H 1.11 -0.25 -2.90 0.06
H -0.20 -1.30 -2.40 0.08
H 1.26 0.84 0.63 0.15
H -0.48 1.01 -0.92 0.10
H -0.82 1.92 0.38 0.17
H -1.58 0.40 0.16 0.15
H -1.53 -0.61 3.57 0.09
H -1.74 -1.12 1.98 0.08
H -2.13 0.59 2.40 0.07
H 0.30 1.02 2.81 0.12
H 0.70 -0.60 2.75 0.12
H -0.58 3.09 -2.69 0.07
H 0.74 2.24 -2.75 0.08
O -0.10 2.37 -2.27 -0.05

***

<x>
25
Properties=species:S:1:pos:R:3:lowdin_charge:R:1 method="wB97M-V/def2-TZVPD" charge=+1 gap_ev=9.31
N 0.53 -1.92 1.13 0.21
C 0.35 -1.22 -0.22 -0.26
C 1.54 -1.21 -1.19 -0.04
C 0.38 0.23 0.31 -0.23
N -0.71 0.52 1.24 -0.28
C -0.64 1.89 1.61 -0.14
C -2.05 0.20 0.63 -0.05
H -0.39 -1.93 1.57 0.15
H 0.85 -2.87 0.96 0.17
H 1.23 -1.58 1.80 0.18
H -0.49 -1.66 -0.76 0.16
H 1.47 -0.31 -1.83 0.06
H 2.57 -1.22 -0.85 0.09
H 1.33 -1.89 -2.04 0.10
H 1.37 0.41 0.82 0.14
H 0.54 0.96 -0.49 0.11
H -0.85 2.65 0.79 0.11
H -1.10 2.24 2.55 0.09
H 0.44 2.24 1.65 0.10
H -2.78 0.64 1.34 0.10
H -2.21 -0.87 0.68 0.07
H -2.12 0.66 -0.36 0.10
H 1.31 1.37 -3.10 0.05
H 0.01 1.84 -3.55 0.06
O 0.37 1.29 -2.84 -0.07

***

<y>
25
Properties=species:S:1:pos:R:3:lowdin_charge:R:1 method="wB97M-V/def2-TZVPD" charge=+1 gap_ev=11.15
N -0.44 -1.32 -0.27 0.18
C -0.14 -0.17 -1.21 -0.25
C -0.89 1.12 -0.90 -0.17
C -0.43 2.10 0.16 -0.24
C -1.01 1.78 1.53 -0.11
C 1.42 0.03 -1.26 -0.17
N 2.03 -1.32 -1.08 -0.01
H -1.18 -1.98 -0.46 0.17
H 0.44 -1.84 -0.13 0.11
H -0.51 -0.82 0.61 0.10
H -0.20 -0.49 -2.26 0.15
H -1.94 0.94 -0.67 0.12
H -0.87 1.55 -1.92 0.13
H -0.67 3.16 -0.08 0.13
H 0.66 2.11 0.34 0.10
H -0.39 2.15 2.36 0.09
H -0.97 0.74 1.90 0.05
H -2.07 1.97 1.55 0.08
H 1.89 0.43 -2.16 0.13
H 1.78 0.68 -0.47 0.10
H 2.22 -1.79 -1.95 0.09
H 2.90 -1.25 -0.55 0.09
H -1.07 -2.36 2.83 0.07
H 0.00 -3.10 2.06 0.07
O -0.55 -2.31 2.02 -0.04

***

Preferred: <w>; penalty for the next structure: 10.1 kcal/mol.

***

<w>
25
Properties=species:S:1:pos:R:3:lowdin_charge:R:1 method="wB97M-V/def2-TZVPD" charge=+1 gap_ev=10.39
C -1.84 -1.32 -0.93 -0.24
N -1.20 -2.66 -0.69 0.02
C -0.92 -0.19 -0.41 -0.30
N -1.40 1.23 -0.97 0.02
C -0.37 2.33 -0.89 -0.01
C -0.78 0.07 1.05 -0.05
H -2.84 -1.08 -0.55 0.11
H -1.83 -1.38 -2.05 0.13
H -1.16 -2.76 0.31 0.05
H -1.74 -3.39 -1.18 0.10
H -0.02 -0.29 -1.07 0.16
H -2.19 1.61 -0.42 0.17
H -1.71 1.10 -1.93 0.16
H -0.27 2.81 0.08 0.10
H -0.47 2.81 -1.88 0.11
H 0.66 1.87 -1.04 0.11
H -0.69 -1.00 1.55 0.14
H -1.73 0.43 1.54 0.12
H 0.14 0.56 1.34 0.04
H 3.58 -2.20 1.29 0.05
H 4.37 -0.91 1.01 0.04
O 3.48 -1.27 1.08 -0.05
H 2.48 2.36 1.50 0.05
H 2.40 0.85 1.07 0.05
O 1.86 1.66 1.30 -0.08

***

<x>
25
Properties=species:S:1:pos:R:3:lowdin_charge:R:1 method="wB97M-V/def2-TZVPD" charge=+1 gap_ev=10.63
C 0.40 -1.77 -1.61 -0.08
C -0.04 -1.07 -0.36 -0.44
C 0.75 0.25 -0.21 -0.15
C -0.01 1.37 0.50 -0.13
N -0.79 0.86 1.68 0.18
N -1.49 -0.70 -0.46 0.03
H 1.46 -1.77 -1.90 0.09
H 0.06 -2.80 -1.73 0.09
H -0.05 -1.29 -2.49 0.09
H 0.06 -1.71 0.52 0.14
H 1.72 0.03 0.27 0.12
H 1.17 0.53 -1.19 0.12
H -0.81 1.73 -0.14 0.12
H 0.71 2.13 0.81 0.13
H -1.74 1.20 1.61 0.17
H -0.74 -0.17 1.75 0.13
H -0.37 1.12 2.57 0.16
H -1.56 -0.13 -1.30 0.09
H -1.97 -1.58 -0.63 0.09
H 1.46 -1.04 3.90 0.05
H 0.21 -1.46 4.78 0.06
O 0.50 -1.17 3.90 -0.06
H 0.52 1.97 -4.02 0.04
H 0.57 3.02 -2.89 0.04
O -0.05 2.45 -3.39 -0.08

***

Preferred: <x>; penalty for the next structure: 24.4 kcal/mol.

***

<w>
15
Properties=species:S:1:pos:R:3:lowdin_charge:R:1 method="wB97M-V/def2-TZVPD" charge=+1 gap_ev="6.43 / 6.48"
C -1.27 -1.31 0.13 0.02
C -0.36 0.73 0.42 -0.18
N -1.43 1.45 0.32 0.05
N 0.77 0.98 0.80 0.04
N -2.52 -1.01 -0.07 0.12
N 3.18 0.59 -0.51 0.09
O -2.51 1.17 -0.22 -0.03
O 1.93 0.53 0.99 0.01
H -0.65 -1.37 -0.74 0.11
H -0.94 -1.74 1.04 0.11
H -3.17 -0.90 0.77 0.20
H -2.90 -1.09 -1.02 0.17
H 4.02 0.37 0.01 0.09
H 3.30 1.60 -0.88 0.13
H 2.55 0.01 -1.05 0.07

***

<x>
15
Properties=species:S:1:pos:R:3:lowdin_charge:R:1 method="wB97M-V/def2-TZVPD" charge=+1 gap_ev=9.02
C -0.88 -0.79 0.99 -0.01
C 0.16 -0.09 0.38 -0.30
N 1.26 0.05 1.19 0.15
N 0.15 0.34 -0.99 -0.03
N -2.14 -0.86 0.54 -0.27
N 1.36 0.89 -1.56 0.14
O -2.45 -0.27 -0.64 0.16
O -2.99 -1.45 1.15 0.15
H -0.58 -1.10 2.02 0.16
H 1.07 -0.32 2.20 0.17
H 2.10 0.37 0.90 0.05
H -1.78 0.31 -0.96 0.07
H 2.02 1.32 -0.88 0.17
H 0.95 1.52 -2.27 0.19
H 1.75 0.07 -2.07 0.19

***

Preferred: <x>; penalty for the next structure: 92.5 kcal/mol.

***

<w>
49
Properties=species:S:1:pos:R:3:lowdin_charge:R:1 method="wB97M-V/def2-TZVPD" smiles="CCCN(C[C@@H]1COc2ccccc2O1)C(=S)Nc1ccc(C)cc1" gap_ev=8.43
C -4.65 -1.76 -1.43 -0.11
C -4.18 -2.15 -0.04 -0.24
H -5.02 -2.50 0.56 0.11
C -3.52 -0.99 0.71 -0.23
N -2.32 -0.52 0.02 -0.12
C -1.14 -1.17 0.26 -0.74
N -0.06 -0.76 -0.45 0.08
C 1.30 -1.05 -0.34 -0.25
C 2.11 -0.62 -1.39 -0.03
C 3.48 -0.81 -1.35 -0.05
C 4.08 -1.44 -0.26 -0.29
C 3.26 -1.87 0.78 -0.04
C 1.89 -1.68 0.75 -0.06
H 1.29 -2.02 1.57 0.03
H 3.70 -2.36 1.63 0.11
C 5.56 -1.67 -0.22 -0.05
H 6.08 -1.00 -0.90 0.07
H 5.79 -2.70 -0.51 0.08
H 5.94 -1.53 0.79 0.08
H 4.09 -0.47 -2.17 0.11
H 1.67 -0.11 -2.24 0.12
H -0.24 -0.14 -1.23 0.12
S -1.09 -2.48 1.27 0.75
C -2.40 0.80 -0.55 -0.09
H -3.39 0.92 -1.00 0.13
H -1.67 0.94 -1.34 0.12
C -2.21 1.92 0.51 -0.25
C -1.81 3.23 -0.19 -0.12
O -0.58 3.06 -0.85 -0.03
C 0.39 2.52 -0.04 -0.21
C 1.72 2.67 -0.40 -0.01
C 2.72 2.14 0.41 -0.09
C 2.39 1.47 1.57 -0.09
C 1.06 1.30 1.92 0.00
C 0.06 1.81 1.11 -0.21
O -1.25 1.58 1.48 0.02
H 0.78 0.76 2.81 0.13
H 3.16 1.07 2.21 0.11
H 3.75 2.26 0.12 0.11
H 1.95 3.20 -1.31 0.12
H -1.73 4.03 0.56 0.15
H -2.54 3.51 -0.95 0.14
H -3.14 2.06 1.08 0.16
H -3.24 -1.32 1.71 0.08
H -4.21 -0.16 0.79 0.12
H -3.46 -2.97 -0.11 0.08
H -3.81 -1.45 -2.05 0.07
H -5.13 -2.61 -1.92 0.07
H -5.37 -0.95 -1.38 0.07

***

<x>
49
Properties=species:S:1:pos:R:3:lowdin_charge:R:1 method="wB97M-V/def2-TZVPD" smiles="O=C(CCSCCC(=O)NCc1ccccc1)NCc1ccccc1" gap_ev=9.27
O -0.89 -1.24 -1.40 0.03
C -0.62 -1.94 -0.44 -0.51
N 0.37 -1.66 0.42 0.09
H 0.57 -2.29 1.18 0.15
C 1.26 -0.52 0.27 -0.12
C 2.69 -0.95 0.10 -0.21
C 3.05 -1.77 -0.96 -0.03
C 4.36 -2.18 -1.12 -0.08
C 5.33 -1.76 -0.22 -0.09
C 4.98 -0.94 0.83 -0.08
C 3.67 -0.54 1.00 -0.05
H 3.39 0.11 1.82 0.10
H 5.73 -0.61 1.53 0.10
H 6.35 -2.07 -0.35 0.10
H 4.63 -2.82 -1.94 0.10
H 2.29 -2.09 -1.66 0.12
H 0.92 0.01 -0.62 0.12
H 1.15 0.14 1.13 0.12
C -1.40 -3.21 -0.12 -0.16
C -2.90 -2.99 -0.28 -0.47
H -3.11 -2.43 -1.19 0.07
H -3.42 -3.95 -0.32 0.07
S -3.67 -2.14 1.14 0.87
C -3.12 -0.41 0.91 -0.47
C -3.70 0.25 -0.33 -0.16
C -3.04 1.61 -0.54 -0.52
O -3.54 2.65 -0.16 0.05
N -1.86 1.52 -1.17 0.08
H -1.47 0.62 -1.41 0.10
C -1.04 2.69 -1.43 -0.12
C 0.15 2.76 -0.50 -0.22
C -0.07 2.88 0.87 -0.03
C 1.00 2.94 1.74 -0.09
C 2.30 2.87 1.26 -0.11
C 2.52 2.74 -0.10 -0.09
C 1.45 2.69 -0.98 -0.05
H 1.62 2.60 -2.04 0.11
H 3.53 2.69 -0.48 0.11
H 3.14 2.92 1.94 0.10
H 0.83 3.04 2.80 0.10
H -1.08 2.94 1.24 0.12
H -0.70 2.67 -2.47 0.12
H -1.68 3.56 -1.27 0.13
H -4.78 0.39 -0.21 0.12
H -3.52 -0.37 -1.21 0.10
H -2.03 -0.40 0.89 0.06
H -3.46 0.10 1.81 0.08
H -1.18 -3.57 0.88 0.11
H -1.08 -3.97 -0.84 0.13

***

Preferred: <x>; penalty for the next structure: 40.6 kcal/mol.

***

<w>
53
Properties=species:S:1:pos:R:3:lowdin_charge:R:1 method="wB97M-V/def2-TZVPD" charge=+1 gap_ev=8.11
Ru -0.23 -0.10 -0.11 0.88
C -0.05 -0.56 -3.04 -0.15
C -0.33 -1.89 -2.38 -0.15
N -1.08 -1.69 -1.12 -0.19
C -2.55 -1.62 -1.24 -0.23
C -3.07 -0.30 -1.79 -0.41
S -2.34 1.15 -0.96 0.93
C -1.48 2.01 -2.32 -0.41
C 0.04 1.80 -2.33 -0.22
N 0.42 0.41 -2.01 -0.17
H -0.94 -0.14 -3.50 0.10
H 0.69 -0.67 -3.83 0.14
H 0.61 -2.36 -2.10 0.12
H -0.86 -2.57 -3.06 0.14
H -0.84 -2.48 -0.53 0.11
H -2.96 -1.79 -0.24 0.12
H -2.90 -2.44 -1.88 0.13
H -4.15 -0.26 -1.61 0.08
H -2.93 -0.21 -2.86 0.08
H -1.68 3.07 -2.19 0.08
H -1.95 1.73 -3.26 0.08
H 0.51 2.43 -1.58 0.10
H 0.43 2.08 -3.31 0.14
H 1.44 0.37 -1.96 0.11
Br 4.48 -4.67 1.25 0.75
C 3.18 -3.36 0.85 -0.71
C 1.91 -3.46 1.39 -0.13
C 0.97 -2.48 1.09 -0.15
C 1.25 -1.38 0.27 -0.33
C 2.55 -1.32 -0.24 -0.14
C 3.51 -2.29 0.04 -0.13
H 1.66 -4.29 2.03 0.10
H -0.01 -2.59 1.55 0.09
H 2.87 -0.49 -0.86 0.09
H 4.51 -2.21 -0.37 0.10
C -0.60 3.46 0.69 -0.13
O 0.01 2.20 0.94 -0.36
H -0.06 3.98 -0.10 0.09
H -0.57 4.08 1.59 0.08
H -1.65 3.34 0.40 0.06
C 1.85 0.80 2.54 -0.14
Si 0.13 1.48 2.47 0.39
C -0.17 2.71 3.81 -0.15
C -1.19 0.14 2.46 -0.16
H 2.47 1.45 3.17 0.05
H 2.32 0.76 1.56 0.02
H 1.90 -0.21 2.95 0.05
H 0.00 2.23 4.78 0.05
H -1.18 3.11 3.82 0.04
H 0.54 3.53 3.73 0.05
H -1.03 -0.55 3.29 0.06
H -1.31 -0.52 1.57 -0.02
H -2.18 0.59 2.56 0.05

***

<x>
53
Properties=species:S:1:pos:R:3:lowdin_charge:R:1 method="wB97M-V/def2-TZVPD" charge=+1 gap_ev="7.83 / 7.85"
Ru 0.15 -0.46 0.52 0.91
C 0.23 -0.88 -2.67 -0.17
C 0.05 -2.24 -2.05 -0.18
N -0.75 -2.20 -0.83 -0.13
C -2.21 -2.23 -0.99 -0.24
C -2.82 -0.90 -1.41 -0.42
S -2.15 0.52 -0.49 0.91
C -1.40 1.55 -1.79 -0.42
C 0.12 1.45 -1.86 -0.24
N 0.64 0.09 -1.65 -0.13
H -0.71 -0.54 -3.11 0.10
H 0.96 -0.95 -3.47 0.14
H 1.03 -2.63 -1.77 0.12
H -0.38 -2.91 -2.79 0.14
H -0.47 -3.00 -0.27 0.10
H -2.63 -2.52 -0.03 0.12
H -2.50 -2.98 -1.73 0.13
H -3.89 -0.92 -1.20 0.08
H -2.70 -0.70 -2.47 0.07
H -1.68 2.58 -1.56 0.08
H -1.88 1.29 -2.73 0.08
H 0.57 2.08 -1.09 0.10
H 0.43 1.85 -2.84 0.13
H 1.65 0.14 -1.60 0.12
Br 4.58 -5.29 2.07 0.75
C 3.33 -3.97 1.54 -0.70
C 2.06 -3.99 2.08 -0.13
C 1.15 -3.00 1.70 -0.14
C 1.51 -2.01 0.78 -0.31
C 2.79 -2.03 0.26 -0.14
C 3.71 -3.01 0.63 -0.12
H 1.78 -4.75 2.79 0.10
H 0.16 -3.02 2.13 0.09
H 3.11 -1.27 -0.46 0.09
H 4.71 -3.01 0.21 0.10
C -0.51 3.09 1.27 -0.12
O 0.15 1.86 1.54 -0.37
H 0.04 3.63 0.51 0.09
H -0.56 3.71 2.17 0.08
H -1.53 2.90 0.92 0.07
C 2.07 0.38 2.86 -0.15
Si 0.37 1.13 3.05 0.38
C 0.30 2.38 4.41 -0.15
C -0.98 -0.18 3.16 -0.15
H 2.80 0.98 3.42 0.05
H 2.38 0.38 1.82 0.02
H 2.13 -0.64 3.23 0.04
H 0.55 1.91 5.37 0.05
H -0.68 2.84 4.53 0.04
H 1.03 3.17 4.23 0.05
H -0.80 -0.85 4.00 0.05
H -1.06 -0.83 2.25 -0.02
H -1.96 0.27 3.27 0.05

***

Preferred: <w>; penalty for the next structure: 30.9 kcal/mol.

***

<w>
6
Properties=species:S:1:pos:R:3:lowdin_charge:R:1 method="wB97M-V/def2-TZVPD" gap_ev="6.73 / 6.72"
C 1.16 -1.34 -0.73 -0.16
O 0.59 -1.28 0.32 -0.01
P -2.71 1.64 1.05 -0.08
I -1.91 3.73 1.85 0.09
H 1.50 -2.30 -1.16 0.08
H 1.37 -0.45 -1.34 0.08

***

<x>
6
Properties=species:S:1:pos:R:3:lowdin_charge:R:1 method="wB97M-V/def2-TZVPD" gap_ev="7.34 / 7.52"
C 0.59 -1.05 -0.60 -0.86
O 0.93 -1.96 0.07 -0.15
P 1.55 0.49 -0.96 0.34
I 3.61 0.02 0.01 0.40
H -0.41 -1.24 -1.17 0.09
H -0.11 0.17 0.81 0.17

***

Preferred: <w>; penalty for the next structure: 26.8 kcal/mol.